Record 1
Molecular formula: C16H20N2O5S
Method: DFT, the ωB97M-V functional and the def2-TZVPD basis

Each atom is followed by the atoms it is bonded to, with distances in Å.
Positions of all 44 atoms, in Å:
1 H -1.02 3.38 -0.27  C5 1.093
2 H 4.22 1.16 -4.41  C23 1.090
3 O -3.49 -0.48 4.07  C28 1.346, C32 1.349
4 O 0.08 -2.20 -2.34  S8 1.432
5 C -0.49 2.74 0.44  H1 1.093, H19 1.095, O35 1.412, H37 1.089
6 H 2.46 -3.41 0.17  C11 1.091
7 C -3.98 1.08 2.56  C16 1.419, H22 1.071, C28 1.359
8 S 0.08 -1.25 -1.27  O4 1.432, O10 1.444, C24 1.791, N43 1.667
9 C 2.29 1.24 -3.52  C13 1.390, C23 1.497, C42 1.388
10 O -1.21 -0.94 -0.69  S8 1.444
11 C 1.41 -3.24 -0.07  H6 1.091, H20 1.094, H40 1.087, N43 1.444
12 H 2.51 3.36 -3.35  C13 1.080
13 C 2.05 2.48 -2.93  C9 1.390, H12 1.080, C44 1.383
14 H 2.36 -1.16 1.43  C30 1.096
15 H 1.79 -0.85 -3.38  C42 1.078
16 C -3.05 0.18 1.98  C7 1.419, H27 1.072, C32 1.364
17 C 0.64 1.49 -1.24  C24 1.395, O35 1.354, C44 1.394
18 H 1.08 -0.04 0.90  C30 1.090
19 H 0.39 3.27 0.83  C5 1.095
20 H 0.79 -3.74 0.69  C11 1.094
21 H 3.00 1.92 -5.42  C23 1.088
22 H -4.41 1.95 2.10  C7 1.071
23 C 3.18 1.11 -4.71  H2 1.090, C9 1.497, H21 1.088, H29 1.086
24 C 0.87 0.25 -1.84  S8 1.791, C17 1.395, C42 1.380
25 N -0.85 -1.79 1.94  C31 1.344, H33 1.017, C39 1.445
26 H -2.46 -2.86 2.71  C39 1.098
27 H -2.64 0.21 0.99  C16 1.072
28 C -4.21 0.63 3.82  O3 1.346, C7 1.359, H36 1.072
29 H 3.01 0.16 -5.22  C23 1.086
30 C 1.31 -1.09 1.11  H14 1.096, H18 1.090, C31 1.538, N43 1.441
31 C 0.42 -1.51 2.29  N25 1.344, C30 1.538, O41 1.214
32 C -2.79 -0.75 2.95  O3 1.349, C16 1.364, C39 1.498
33 H -1.15 -1.57 1.00  N25 1.017
34 H 1.09 3.59 -1.39  C44 1.078
35 O -0.13 1.50 -0.13  C5 1.412, C17 1.354
36 H -4.83 0.99 4.61  C28 1.072
37 H -1.15 2.50 1.27  C5 1.089
38 H -1.41 -2.07 3.91  C39 1.095
39 C -1.89 -1.95 2.93  N25 1.445, H26 1.098, C32 1.498, H38 1.095
40 H 1.18 -3.65 -1.05  C11 1.087
41 O 0.86 -1.58 3.42  C31 1.214
42 C 1.67 0.13 -2.96  C9 1.388, H15 1.078, C24 1.380
43 N 1.15 -1.82 -0.12  S8 1.667, C11 1.444, C30 1.441
44 C 1.25 2.61 -1.81  C13 1.383, C17 1.394, H34 1.078

Computed properties:
* gap between HOMO and LUMO: 8.95 eV
* energy: -40968.414 eV
* charge: 0

Record 2
Molecular formula: C6H10O3
Method: DFT, the ωB97M-V functional and the def2-TZVPD basis

Each atom is followed by the atoms it is bonded to, with distances in Å.
Positions of all 19 atoms, in Å:
1 C -1.12 1.00 -1.35  H5 1.090, H9 1.096, C11 1.503, H16 1.094
2 H 1.64 -0.90 2.22  C7 1.090
3 C 0.01 0.98 1.60  C6 1.483, O15 1.210, O19 1.345
4 H -0.41 -1.28 -2.51  C10 1.089
5 H -0.83 2.02 -1.09  C1 1.090
6 C 0.58 0.04 0.61  C3 1.483, C7 1.510, O8 1.407, C11 1.600
7 C 1.28 -1.15 1.23  H2 1.090, C6 1.510, H13 1.098, H17 1.083
8 O 1.16 0.55 -0.57  C6 1.407, C11 1.383
9 H -2.08 0.80 -0.87  C1 1.096
10 C -0.21 -1.36 -1.44  H4 1.089, C11 1.514, H12 1.088, H14 1.091
11 C -0.09 0.03 -0.84  C1 1.503, C6 1.600, O8 1.383, C10 1.514
12 H -1.04 -1.89 -0.98  C10 1.088
13 H 0.59 -2.00 1.33  C7 1.098
14 H 0.71 -1.93 -1.31  C10 1.091
15 O -0.21 0.67 2.75  C3 1.210
16 H -1.23 0.92 -2.43  C1 1.094
17 H 2.12 -1.46 0.62  C7 1.083
18 H -0.63 2.73 1.88  O19 0.970
19 O -0.24 2.22 1.15  C3 1.345, H18 0.970

Computed properties:
* gap between HOMO and LUMO: 10.67 eV
* energy: -12526.031 eV
* charge: 0

Energy above the lowest of the compared OMol25 structures with the same formula, charge and spin in kJ/mol, matching the order above: 265.74 71.60
Strongest force on any atom in eV/A, matching the order above: 1.0 2.0